Record 1
The following is a quantum chemistry calculation of a gas-phase ion, C5H6NO2 (charge +1) in a non-equilibrium geometry, from OMol25.

Structure (XYZ):
```
14
Properties=species:S:1:pos:R:3:forces:R:3:mulliken_charge:R:1
C -0.3577 0.1209 -0.2495 2.0 -1.4 2.2 0.4245
C 1.8998 -0.5022 0.7392 -3.4 -2.4 0.5 0.5154
C -2.3345 -1.1928 0.2156 -3.4 0.8 0.8 -0.7082
C -1.7370 -0.0753 -0.2856 2.4 -0.5 0.5 -0.2612
C 0.7198 1.1253 -0.5985 -0.4 -2.2 1.2 -0.3299
N 1.9488 0.6264 -0.1025 0.9 -0.1 0.2 0.1110
O 2.7629 -1.0824 1.3124 1.4 1.0 -0.3 -0.3486
O 0.6265 -0.9462 0.7579 -1.8 2.8 -2.3 -0.3955
H -3.4592 -1.0708 0.2217 1.3 -0.6 -0.3 0.2561
H -2.0266 -1.9084 0.9336 1.1 -0.7 0.0 0.3604
H -2.4536 0.6345 -0.6403 0.4 0.8 -0.8 0.3467
H 0.9158 1.2076 -1.6119 -0.1 0.4 -2.7 0.3546
H 0.6476 2.1083 -0.2421 -0.6 2.0 0.7 0.3624
H 2.8474 0.9550 -0.4500 0.2 0.3 0.1 0.3122
```
Forces are in eV/Å.

## Properties
2S+1: 3
Charge: +1
Max |F|, eV Å⁻¹: 4.2
LUMO (alpha / beta), eV: -4.112 / -9.454
Kohn-Sham gap (alpha / beta), eV: 8.92 / 5.92

Record 2
The following is a quantum chemistry calculation of a molecular structure, C5H6NO2S in a non-equilibrium geometry, from OMol25.

Structure (XYZ):
```
15
Properties=species:S:1:pos:R:3:forces:R:3:mulliken_charge:R:1
C 0.9040 1.3925 -0.0970 -3.2 -3.0 1.6 0.6221
C 2.0477 -0.5037 0.0280 0.3 0.8 -0.6 0.1769
C -0.2069 -0.2507 0.1458 0.0 3.2 -2.6 0.7778
C -0.9948 -0.0488 -1.2597 1.9 2.8 2.3 -1.1992
C -1.1642 -0.4359 1.2956 3.4 1.9 0.7 -1.4786
N 2.0415 0.8305 -0.1331 2.6 -1.0 -0.1 -0.5228
O 0.4869 2.4988 -0.1937 -0.9 1.4 -0.3 -0.6133
O 0.8743 -1.1472 0.1352 -1.0 0.0 0.0 -0.3687
S 3.4098 -1.4012 0.0030 1.1 -0.9 0.1 -0.4728
H -1.5872 0.9217 -1.1125 0.5 -1.4 0.1 0.2906
H -1.6585 -0.8187 -1.5282 -0.6 -1.2 -0.7 0.4167
H -0.2351 0.3289 -1.9827 -0.7 -1.1 -0.1 0.3017
H -0.5938 -0.7668 2.1873 -0.3 0.4 -0.3 0.3075
H -1.8159 -1.1936 1.0735 -2.4 -1.5 -0.5 0.4117
H -1.5079 0.5944 1.4385 -0.9 -0.5 0.3 0.3503
```
Forces are in eV/Å.

## Properties
Charge: -1
Max |F|, eV Å⁻¹: 4.6
LUMO, eV: 3.642
Kohn-Sham gap, eV: 7.54

Record 3
The following is a quantum chemistry calculation of a molecular structure, C5H6NO2S in a non-equilibrium geometry, from OMol25.

Structure (XYZ):
```
15
Properties=species:S:1:pos:R:3:forces:R:3:mulliken_charge:R:1
C -0.0349 -2.0304 0.1272 1.0 1.2 -0.5 -1.0615
C 0.6859 -0.8370 0.0379 -1.5 -1.9 1.0 0.5264
C -0.3099 0.2732 0.0132 0.6 -0.1 -1.1 0.4834
C -2.9574 1.0339 0.1164 0.0 0.8 3.9 -0.8091
C 2.1379 -0.7478 0.0202 -2.5 1.4 -0.7 -0.4311
N 2.7853 0.3442 -0.1118 -0.6 1.3 0.4 0.2507
O 4.0322 0.5462 -0.2354 1.4 -0.1 -0.1 -0.7703
O -0.1155 1.4264 -0.3579 -0.2 -0.5 0.8 -0.6644
S -1.9182 -0.5025 0.2891 -0.6 0.8 0.3 -0.0748
H 0.4779 -2.9915 -0.0759 0.4 0.4 0.3 0.1913
H -2.4667 2.0351 0.4861 -1.0 -2.0 -0.4 0.2238
H -3.9689 0.7955 0.6747 2.0 0.7 -1.0 0.2288
H -3.1258 1.1272 -0.8875 -0.7 0.5 -2.6 0.2641
H 2.5553 -1.6796 -0.0332 1.9 -1.9 0.0 0.4323
H 2.2227 1.2071 -0.0631 -0.2 -0.4 -0.2 0.2104
```
Forces are in eV/Å.

## Properties
Charge: -1
Max |F|, eV Å⁻¹: 4.0
LUMO (alpha / beta), eV: 3.510 / 3.510
Kohn-Sham gap (alpha / beta), eV: 6.79 / 6.79

Record 4
The following is a quantum chemistry calculation of a molecular structure, C5H6NO3S in a non-equilibrium geometry, from OMol25.

Structure (XYZ):
```
16
Properties=species:S:1:pos:R:3:forces:R:3:mulliken_charge:R:1
C -0.8479 1.4918 -1.1484 -0.1 0.2 -0.5 0.0189
C 0.3990 -1.5001 -1.3807 1.3 1.7 0.6 0.3472
C -0.6971 0.4651 0.0151 0.4 -0.6 -0.6 -0.0050
C 0.5059 -0.0116 -0.9035 0.0 -0.1 0.5 0.1448
C 0.2104 -0.2813 2.5860 1.8 -1.7 -1.4 -0.7672
N 0.2259 1.1013 -1.8581 -0.1 -1.6 3.6 -0.1460
O 0.4056 -1.7855 -2.5637 -0.5 0.2 -2.1 -0.7329
O -1.6051 2.3571 -1.4592 -1.8 1.3 0.3 -0.6565
O 0.4962 -2.2198 -0.4042 -0.3 -1.9 2.2 -0.6680
S -0.2964 1.1868 1.6606 0.2 -0.1 -0.7 -0.1532
H -1.4945 -0.3198 0.1748 0.8 1.0 -0.6 0.3162
H 1.3989 0.1819 -0.2908 0.2 -0.4 -0.7 0.2858
H 1.3231 -0.7267 2.3912 -2.7 1.3 0.3 0.2105
H -0.4959 -1.0885 2.3642 0.3 0.0 -0.2 0.2461
H 0.0545 -0.0728 3.6171 0.2 0.4 0.9 0.3651
H 0.4175 1.2221 -2.8005 0.3 0.0 -1.8 0.1942
```
Forces are in eV/Å.

## Properties
Charge: -1
Max |F|, eV Å⁻¹: 4.0
LUMO, eV: 3.157
Kohn-Sham gap, eV: 7.78

Record 5
The following is a quantum chemistry calculation of a gas-phase ion, C5H6NS2 (charge +1) in a non-equilibrium geometry, from OMol25.

Structure (XYZ):
```
14
Properties=species:S:1:pos:R:3:forces:R:3:mulliken_charge:R:1
C -0.9791 -1.5402 -1.4698 -0.3 -0.1 1.4 -0.3677
C -0.4979 -1.2244 -0.2243 -0.6 -1.0 -0.5 -0.3604
C -0.1806 -0.7961 -2.4137 0.2 0.3 0.1 -0.2813
C 0.6337 -0.4025 -0.4918 -0.6 1.1 -0.4 0.5498
C 0.6151 1.7696 1.5246 0.3 -0.7 -0.6 -0.2312
N 0.7296 -0.0774 -1.7913 1.5 0.6 -0.1 -0.5011
S 1.6214 0.5726 0.6508 -0.6 0.1 0.6 0.0816
S -0.2522 1.3507 2.9194 0.1 -0.3 0.0 -0.0367
H -1.8024 -2.1832 -1.7132 -0.2 -0.2 0.0 0.4220
H -0.8304 -1.5731 0.7326 -0.1 -0.1 0.2 0.3886
H -0.2697 -0.7802 -3.4834 0.0 0.0 -0.2 0.4522
H 0.4466 2.6912 0.9964 0.1 0.1 -0.1 0.4238
H 1.6248 -0.3372 1.6601 0.2 0.1 -0.2 0.2484
H -0.8589 2.5303 3.1037 0.0 0.1 -0.1 0.2121
```
Forces are in eV/Å.

## Properties
Charge: +1
Max |F|, eV Å⁻¹: 1.6
LUMO (alpha / beta), eV: -5.718 / -6.765
Kohn-Sham gap (alpha / beta), eV: 8.17 / 6.06

Record 6
The following is a quantum chemistry calculation of a single C5H6O molecule, from OMol25.

Structure (XYZ):
```
12
Properties=species:S:1:pos:R:3:forces:R:3:mulliken_charge:R:1
C -1.5936 1.4281 1.0190 -0.1 0.1 0.1 -1.0724
C -1.0742 0.5134 0.0072 0.3 -0.4 -0.1 0.3712
C -0.4784 -0.3610 -0.5688 -0.2 0.4 0.5 -0.2456
C 0.5748 -1.3519 -0.7895 0.0 -0.1 0.0 -0.2454
C 1.8964 -0.5974 -0.6806 0.3 -0.2 0.2 -0.0200
O 2.8354 -0.9736 -0.0261 -0.4 0.1 -0.3 -0.4645
H -2.3687 0.9344 1.6103 0.0 0.1 -0.1 0.2791
H -1.9788 2.3749 0.6395 0.0 -0.1 -0.1 0.2946
H -0.7554 1.6366 1.6904 -0.2 0.1 0.0 0.2519
H 0.5085 -1.9131 -1.7276 0.0 0.2 0.0 0.2817
H 0.5259 -2.0680 0.0362 0.1 -0.1 -0.2 0.2056
H 1.9081 0.3776 -1.2099 0.1 -0.1 0.0 0.3638
```
Forces are in eV/Å.

## Properties
Charge: 0
Max |F|, eV Å⁻¹: 0.6
SMILES: CC#CCC=O
LUMO, eV: 0.912
Kohn-Sham gap, eV: 10.52

no.,electronic energy (eV)
1,-10854.3131
2,-21703.0049
3,-21699.0168
4,-23751.2202
5,-28431.4941
6,-7327.3214